1.
9
Properties=species:S:1:pos:R:3 method="wB97M-V/def2-TZVPD" homo_energy_ev=-9.5 homo_lumo_gap_ev=8.728 charge=0
C -2.25 -0.41 -0.18
C 1.33 0.69 -0.06
H -2.14 -1.58 -0.23
H -1.25 1.57 0.42
H 1.41 2.30 -0.22
N -1.14 0.53 -0.09
O -3.36 -0.10 0.09
O 0.11 -0.20 0.18
S 2.59 -0.33 0.00

***

2.
9
Properties=species:S:1:pos:R:3 method="wB97M-V/def2-TZVPD" homo_energy_ev=-10.4 homo_lumo_gap_ev=10.189 charge=0
C -1.94 -0.25 -0.70
C 1.33 0.73 1.05
H -2.39 -0.37 0.42
H -0.29 0.15 -1.65
H 0.25 1.42 1.48
N -0.52 0.10 -0.73
O -2.79 -0.06 -1.47
O 2.49 0.88 1.47
S 0.76 -0.70 0.17

***

3.
9
Properties=species:S:1:pos:R:3 method="wB97M-V/def2-TZVPD" homo_energy_ev="-9.2 / -9.1" homo_lumo_gap_ev="7.730 / 7.756" smiles="CC#[N+][O-].O=S" charge=0
C 0.11 -0.16 -0.78
C 0.01 -1.36 0.12
N -0.25 -2.49 0.28
O -0.32 -3.58 0.73
H 0.09 0.71 -0.14
H 0.84 -0.16 -1.57
H -0.78 -0.11 -1.54
O 0.53 -0.55 3.24
S 1.31 -1.80 3.00

***

4.
9
Properties=species:S:1:pos:R:3 method="wB97M-V/def2-TZVPD" homo_energy_ev="-8.8 / -8.7" homo_lumo_gap_ev="7.721 / 7.606" smiles="CC#[N+][O-].O=S" charge=0
C 0.39 -0.33 -1.46
C 0.16 -0.46 -0.04
N 0.32 -0.85 1.03
O 0.26 -1.14 2.18
H 1.09 -1.02 -1.90
H -0.40 -0.80 -2.13
H 0.75 0.66 -1.80
O -1.86 2.43 1.99
S -0.72 1.51 2.13

***

5.
9
Properties=species:S:1:pos:R:3 method="wB97M-V/def2-TZVPD" homo_energy_ev=-10.4 homo_lumo_gap_ev=11.148 smiles="O=CNOC=O" charge=0
O 1.98 1.42 -0.21
C 1.43 0.76 0.62
N 0.23 0.13 0.50
O -0.30 0.16 -0.77
C -1.38 -0.62 -0.91
O -1.77 -1.35 -0.05
H 1.79 0.59 1.64
H -0.15 -0.61 1.09
H -1.84 -0.46 -1.91

***

6.
9
Properties=species:S:1:pos:R:3 method="wB97M-V/def2-TZVPD" homo_energy_ev="-8.9 / -8.7" homo_lumo_gap_ev="6.953 / 6.741" charge=0
C -2.23 0.63 0.34
C 0.16 -0.39 -0.22
N 1.46 0.34 -0.03
O 1.48 1.53 -0.10
O 2.42 -0.40 0.15
O 0.30 -1.60 0.00
H -2.84 0.11 -0.39
H -1.99 1.64 0.02
H 1.25 -1.85 0.23

***

7.
9
Properties=species:S:1:pos:R:3 method="wB97M-V/def2-TZVPD" homo_energy_ev=-10.6 homo_lumo_gap_ev=11.303 smiles="[H]/N=C/O.O=C=O" charge=0
H 0.26 -1.59 -0.06
N 0.28 -0.66 0.30
C 1.35 -0.08 -0.12
O 1.41 1.26 0.10
H 2.19 -0.66 -0.41
H 0.45 1.54 0.42
O -2.27 -1.04 -0.07
C -1.94 0.04 -0.05
O -1.73 1.19 -0.10

***

8.
9
Properties=species:S:1:pos:R:3 method="wB97M-V/def2-TZVPD" homo_energy_ev=-10.5 homo_lumo_gap_ev=10.807 smiles="O=CN(O)C=O" charge=0
O -1.87 -1.36 -0.13
C -1.21 -0.52 0.49
N 0.03 -0.07 0.07
O 0.53 -0.62 -1.09
C 0.65 1.12 0.55
O 1.71 1.50 0.11
H -1.55 0.02 1.41
H 1.62 -0.89 -0.74
H 0.10 1.60 1.42

***

9.
9
Properties=species:S:1:pos:R:3 method="wB97M-V/def2-TZVPD" homo_energy_ev=-9.6 homo_lumo_gap_ev=10.040 smiles="O=CO/N=C/O" charge=0
O -2.50 1.17 0.49
C -1.63 1.52 -0.22
O -0.38 0.90 -0.25
N -0.14 -0.33 0.35
C 1.02 -0.87 0.07
O 1.29 -2.05 0.58
H -1.50 2.46 -0.98
H 1.75 -0.26 -0.32
H 2.09 -2.54 0.28

***

10.
9
Properties=species:S:1:pos:R:3 method="wB97M-V/def2-TZVPD" homo_energy_ev=-10.3 homo_lumo_gap_ev=10.817 charge=0
O -0.98 0.85 1.87
C -1.26 0.94 0.67
O -0.61 0.33 -0.23
C 0.44 -0.58 0.32
N 1.18 -1.13 -0.60
O 1.19 -0.37 -1.78
H -2.06 1.57 0.37
H 0.37 -1.15 1.27
H 1.56 -1.22 -2.26

***

11.
10
Properties=species:S:1:pos:R:3 method="wB97M-V/def2-TZVPD" homo_energy_ev=-3.0 homo_lumo_gap_ev=6.599 charge=-1
C -3.04 -0.04 -0.04
C 1.60 0.15 0.17
N -1.94 -0.10 -0.51
O 2.80 0.81 0.56
O -4.04 -0.20 0.51
O 0.67 0.94 -0.03
P 1.78 -1.56 -0.24
H -0.87 0.01 -0.35
H 2.70 1.78 0.27
H 0.34 -1.79 -0.35

***

12.
10
Properties=species:S:1:pos:R:3 method="wB97M-V/def2-TZVPD" homo_energy_ev=-8.7 homo_lumo_gap_ev=8.080 charge=0
C 0.82 0.25 -0.14
C -0.53 0.69 -0.48
H -0.76 -1.25 0.65
H 1.93 -0.89 1.27
H -2.28 0.01 -1.44
N 1.02 -0.57 0.83
O 0.00 -1.00 1.57
O -1.53 -0.34 -0.82
O -0.69 1.93 -0.68
S 2.01 1.16 -0.76

***

13.
10
Properties=species:S:1:pos:R:3 method="wB97M-V/def2-TZVPD" homo_energy_ev=-9.3 homo_lumo_gap_ev=8.802 smiles="NOC(=O)C(=O)O" charge=0
N -1.24 -1.20 0.43
O -0.33 -1.02 -0.63
C 1.24 -0.48 -0.21
O 2.18 -1.12 -0.42
C 0.40 0.76 -0.52
O 0.55 1.33 -1.57
O -0.05 1.33 0.63
H -0.74 -1.50 1.26
H -1.72 -0.32 0.60
H -0.31 2.24 0.43

***

14.
11
Properties=species:S:1:pos:R:3 method="wB97M-V/def2-TZVPD" homo_energy_ev=1.2 homo_lumo_gap_ev=5.553 smiles="O=S(=O)([O-])[C@@H]1CN1[O-]" charge=-2
O -1.25 2.05 0.20
S -1.34 0.69 -0.40
O -1.95 0.69 -1.78
O -2.16 -0.23 0.49
C 0.23 -0.16 -0.48
C 0.87 -0.45 0.86
N 1.64 0.21 -0.06
O 2.63 -0.50 -0.73
H 0.17 -1.07 -0.97
H 0.30 0.21 1.63
H 0.85 -1.43 1.25

***

15.
8
Properties=species:S:1:pos:R:3 method="wB97M-V/def2-TZVPD" homo_energy_ev=-8.9 homo_lumo_gap_ev=9.643 charge=0
C 0.08 1.06 -0.06
C -0.46 -0.83 -0.13
N 0.69 -0.09 0.33
O -1.04 0.41 -0.52
S 0.47 2.61 -0.03
H -0.28 -1.49 -0.99
H -1.04 -1.34 0.64
H 1.57 -0.32 0.76

***

16.
8
Properties=species:S:1:pos:R:3 method="wB97M-V/def2-TZVPD" homo_energy_ev="-8.1 / -8.1" homo_lumo_gap_ev="7.007 / 7.006" charge=0
C -2.67 -0.19 -0.76
C 1.44 0.08 0.14
N 0.39 0.99 0.30
O -3.01 -1.25 -0.58
S -1.14 0.77 0.54
H 1.08 -0.51 -0.73
H 2.50 0.58 0.00
H 1.42 -0.47 1.08

***

17.
8
Properties=species:S:1:pos:R:3 method="wB97M-V/def2-TZVPD" homo_energy_ev="-8.7 / -8.7" homo_lumo_gap_ev="8.484 / 8.484" charge=0
C 1.64 0.60 -0.38
C -0.75 0.09 -0.10
N 0.31 0.42 -0.73
O 1.54 3.20 -0.98
S 2.40 2.07 -0.58
H 2.16 -0.28 -0.30
H -1.69 0.19 -0.68
H -0.94 -0.27 0.85

***

18.
8
Properties=species:S:1:pos:R:3 method="wB97M-V/def2-TZVPD" homo_energy_ev=-10.0 homo_lumo_gap_ev=10.600 smiles="O=C=S.C=N" charge=0
O -0.16 2.54 -0.58
C -0.16 1.63 -1.27
S -0.29 0.41 -2.22
C 0.12 -1.20 0.51
N 0.60 -0.36 1.31
H -0.88 -1.39 0.44
H 0.87 -1.91 0.01
H -0.10 0.27 1.81

***

19.
8
Properties=species:S:1:pos:R:3 method="wB97M-V/def2-TZVPD" homo_energy_ev=-10.6 homo_lumo_gap_ev=10.302 charge=0
C -1.38 0.39 -0.24
C -0.60 -0.48 0.36
N 1.11 -0.95 -0.07
O 3.26 0.28 -0.26
S 1.85 0.36 0.12
H -2.38 0.45 -0.01
H -1.15 1.26 -0.99
H -0.72 -1.30 1.09

***

20.
9
Properties=species:S:1:pos:R:3 method="wB97M-V/def2-TZVPD" homo_energy_ev=-9.0 homo_lumo_gap_ev=8.218 charge=0
O -0.46 -1.36 0.07
C -1.11 -0.19 -0.10
S -2.73 -0.03 -0.05
C -0.20 1.00 0.02
N 1.09 0.91 0.07
S 1.96 -0.43 -0.07
H -1.02 -2.12 0.14
H -0.63 1.96 0.04
H 3.10 0.25 -0.11

***

Let's list ΔE to the lowest compared entry with this formula, charge and spin in order: 163.5, 68.1, 132.1, 134.3, 60.1, 250.8, 20.4, 80.8, 88.0, 95.8, 61.5, 88.0, 106.8, 9.6, 19.7, 73.7, 59.4, 12.3, 75.1, 36.6 kcal/mol.